101
Properties=species:S:1:pos:R:3:lowdin_charge:R:1 method="wB97M-V/def2-TZVPD" orbital_gap_ha=0.3274 energy_ev=-88853.33691 smiles="C#CCC(=O)O[C@@](COCCOCC)(OCCC)[PH2]=S.CN(C)P(=O)(N(C)C)N(C)C.CN(C)P(=O)(N(C)C)N(C)C" fmax_ev_per_a=5.18
C -3.61 -3.31 -3.68 0.1180
C -3.69 -2.25 -3.12 -0.1307
C -3.84 -1.04 -2.30 -0.1108
C -3.39 0.28 -2.93 -0.4907
O -3.75 1.29 -2.42 0.1526
O -2.64 0.28 -4.07 0.0500
C -1.21 0.39 -3.94 -0.5611
C -0.57 -0.32 -5.18 -0.1438
O -1.53 -0.89 -6.05 -0.1144
C -1.53 -2.31 -6.01 -0.1860
C -0.40 -2.92 -6.85 -0.1777
O 0.15 -4.09 -6.30 -0.1356
C 0.94 -3.88 -5.14 -0.2722
C 2.29 -3.23 -5.41 -0.0725
O -0.83 1.71 -4.06 -0.0709
C -0.73 2.54 -2.89 -0.1979
C 0.71 2.70 -2.38 -0.2221
C 0.87 2.46 -0.86 -0.1174
P -0.56 -0.53 -2.44 0.5188
S 1.36 -0.85 -2.39 0.2399
H -3.41 -4.27 -4.09 0.0413
H -4.90 -0.90 -2.13 0.1348
H -3.36 -1.17 -1.33 0.1080
H 0.11 -1.11 -4.86 0.0631
H -0.04 0.43 -5.75 0.1451
H -2.50 -2.61 -6.40 0.1266
H -1.48 -2.67 -4.98 0.0851
H 0.35 -2.15 -7.03 0.1152
H -0.82 -3.19 -7.82 0.1266
H 0.41 -3.32 -4.36 0.0824
H 1.12 -4.87 -4.72 0.1196
H 2.69 -2.85 -4.47 0.0517
H 2.24 -2.39 -6.10 0.0681
H 3.00 -3.98 -5.76 0.0735
H -1.06 3.52 -3.23 0.1274
H -1.43 2.26 -2.10 0.0933
H 1.34 2.03 -2.97 0.0761
H 1.06 3.71 -2.60 0.1018
H 1.67 1.74 -0.70 0.0488
H -0.06 2.17 -0.37 0.0601
H 1.23 3.38 -0.40 0.0617
H -1.29 -1.72 -2.46 -0.0122
H -1.01 0.15 -1.30 0.0056
C 0.86 3.89 5.05 -0.1279
N 1.49 4.01 3.74 -0.2938
C 1.60 2.71 3.11 -0.1319
P 2.71 5.13 3.35 0.6163
O 2.78 5.08 1.87 -0.2885
N 2.17 6.74 3.62 -0.3281
C 0.91 7.01 4.29 -0.1357
C 2.38 7.66 2.51 -0.1403
N 3.59 5.06 4.82 -0.2812
C 4.41 6.24 5.17 -0.1206
C 4.49 3.88 4.85 -0.1215
H 1.51 3.41 5.79 0.0818
H -0.03 3.27 4.95 0.0838
H 0.54 4.84 5.45 0.0448
H 2.25 2.02 3.67 0.0713
H 2.01 2.80 2.10 0.0612
H 0.62 2.24 3.02 0.0805
H 0.05 6.54 3.80 0.0876
H 0.74 8.09 4.32 0.0790
H 0.95 6.70 5.34 0.0645
H 1.61 7.56 1.73 0.0842
H 3.35 7.49 2.04 0.0699
H 2.37 8.68 2.89 0.0788
H 5.08 6.55 4.37 0.0872
H 5.01 6.00 6.05 0.0785
H 3.78 7.08 5.44 0.0718
H 5.28 3.95 4.09 0.0877
H 3.92 2.97 4.67 0.0607
H 4.96 3.79 5.83 0.0807
C -1.55 -3.40 3.78 -0.1245
N -1.60 -2.80 2.46 -0.2927
C -2.44 -1.61 2.47 -0.1299
P -1.57 -3.67 0.99 0.6252
O -1.32 -2.63 -0.04 -0.3129
N -0.14 -4.60 0.89 -0.3216
C 0.76 -4.74 2.02 -0.1309
C 0.61 -4.46 -0.36 -0.1336
N -2.54 -5.00 1.47 -0.2765
C -2.35 -6.27 0.74 -0.1160
C -3.98 -4.66 1.39 -0.1176
H -2.49 -3.88 4.07 0.0829
H -1.34 -2.61 4.51 0.0856
H -0.75 -4.13 3.88 0.0453
H -3.49 -1.85 2.73 0.0718
H -2.43 -1.12 1.50 0.0635
H -2.07 -0.90 3.21 0.0815
H 1.12 -3.78 2.40 0.0890
H 1.63 -5.34 1.72 0.0807
H 0.30 -5.31 2.83 0.0649
H 1.23 -3.56 -0.38 0.0696
H -0.07 -4.42 -1.21 0.0670
H 1.25 -5.33 -0.50 0.0812
H -2.42 -6.15 -0.34 0.0863
H -3.13 -6.97 1.06 0.0799
H -1.40 -6.72 0.99 0.0733
H -4.31 -4.47 0.36 0.0845
H -4.20 -3.76 1.97 0.0617
H -4.58 -5.47 1.80 0.0822

14
Properties=species:S:1:pos:R:3:nbo_charge:R:1 method="wB97M-V/def2-TZVPD" total_charge=+1 orbital_gap_ha="0.2776 / 0.3059" energy_ev=-10181.84613 de_lowest_ev=7.447 fmax_ev_per_a=4.05
C -1.01 -1.06 -0.40 0.3171
C 0.39 -1.18 -1.02 -0.1271
N -1.91 -1.80 -0.84 -0.5063
N -1.03 -0.33 0.69 -0.4432
N 0.85 1.92 0.56 -0.5580
N 0.87 0.60 0.47 0.1058
O 0.93 0.14 -0.85 -0.3147
H 1.08 -1.77 -0.48 0.2020
H 0.47 -1.45 -2.09 0.2724
H -2.75 -1.62 -0.43 0.3446
H -1.77 0.20 1.06 0.3995
H 1.56 2.47 1.18 0.4331
H 0.77 2.51 -0.26 0.4350
H 1.53 0.02 1.05 0.4396

19
Properties=species:S:1:pos:R:3:nbo_charge:R:1 method="wB97M-V/def2-TZVPD" multiplicity=3 total_charge=+1 orbital_gap_ha="0.2326 / 0.2412" energy_ev=-14799.03060 de_lowest_ev=4.998 s2=2.0120 fmax_ev_per_a=7.98
C -2.44 1.14 -0.19 0.0082
C -1.17 1.04 -0.56 0.3882
C -1.92 -0.96 0.11 0.4649
C -0.43 -2.41 -0.08 0.0459
C 2.13 -1.18 0.52 -0.2781
N -1.71 -2.26 0.26 -0.3796
N -0.85 -0.25 -0.28 -0.2533
N -2.97 -0.09 0.24 -0.4936
N 0.10 -1.22 -0.58 0.0391
N -0.16 1.83 -0.94 -0.6483
O 1.40 -0.92 -0.67 -0.3377
H -3.12 2.05 0.01 0.2696
H 0.04 -3.37 0.02 0.2435
H 2.94 -0.50 0.50 0.2106
H 2.54 -2.15 0.59 0.2020
H 1.45 -0.94 1.42 0.1861
H -3.92 -0.12 0.60 0.4681
H -0.21 2.85 -1.30 0.4560
H 0.53 1.32 -1.28 0.4082